No. 1
Molecular formula: C25H22AlFN4OS2
Method: DFT, ωB97M-V/def2-TZVPD

Element x y z (Å)
Al1 0.04 0.00 -0.14
S1 -1.35 -1.66 -0.73
C1 -2.68 -0.67 -0.12
C2 -3.79 -1.34 0.39
C3 -4.88 -0.66 0.92
C4 -5.97 -1.39 1.48
N1 -6.84 -1.99 1.94
C5 -4.87 0.74 0.93
C6 -3.78 1.42 0.41
C7 -2.67 0.74 -0.11
S2 -1.30 1.72 -0.66
C8 -5.95 1.49 1.50
N2 -6.79 2.10 1.98
H1 -3.80 -2.42 0.39
H2 -3.77 2.50 0.41
C9 1.33 -1.37 7.47
C10 1.64 -1.82 6.05
N3 0.75 -2.87 5.56
C11 0.88 -4.20 6.17
C12 -0.30 -4.55 7.07
C13 -0.07 -2.77 4.49
O1 -0.63 -3.72 3.98
C14 -0.29 -1.41 3.89
C15 -0.84 -0.35 4.60
C16 -1.10 0.85 3.94
C17 -0.78 0.96 2.61
N4 -0.27 -0.07 1.91
C18 -0.06 -1.23 2.53
H3 2.00 -0.56 7.75
H4 1.46 -2.18 8.18
H5 0.30 -1.01 7.55
H6 2.67 -2.21 6.02
H7 1.61 -0.98 5.36
H8 1.81 -4.22 6.72
H9 0.93 -4.93 5.36
H10 -0.39 -3.83 7.89
H11 -0.15 -5.54 7.50
H12 -1.22 -4.55 6.50
H13 -1.08 -0.46 5.65
H14 -1.53 1.69 4.46
H15 -0.92 1.88 2.06
H16 0.32 -2.05 1.93
F1 3.69 0.22 4.83
C19 3.35 0.18 3.52
C20 2.96 1.35 2.89
C21 2.59 1.29 1.55
C22 2.58 0.08 0.85
C23 1.99 0.00 -0.53
C24 3.03 -1.06 1.51
C25 3.41 -1.02 2.85
H17 2.95 2.28 3.43
H18 2.27 2.19 1.05
H19 2.34 -0.88 -1.06
H20 2.27 0.88 -1.13
H21 3.06 -2.01 0.98
H22 3.74 -1.91 3.37

Calculated values
- net charge = 0
- largest force on an atom (Eh/bohr) = 0.0102
- LUMO level (eV) = -0.65
- frontier orbital gap (Ha) = 0.28957

Results of the Mulliken charge analysis, in e, for atoms 1 through 6:
1. Al 0.5169
2. S -0.3663
3. C 0.3271
4. C -0.7689
5. C 0.5504
6. C -0.2211

---

No. 2
Molecular formula: C41H36Br3N7O12
Method: DFT, ωB97M-V/def2-TZVPD

Element x y z (Å)
N1 -2.96 -3.14 5.49
C1 -1.69 -2.64 5.71
C2 -0.85 -3.12 4.79
C3 -1.55 -4.04 3.98
C4 -2.89 -3.94 4.42
H1 -3.82 -3.03 6.00
H2 -1.62 -2.04 6.60
H3 0.16 -2.80 4.56
H4 -1.15 -4.66 3.19
H5 -3.75 -4.55 4.19
C5 -0.68 0.69 -0.35
Br1 -2.39 0.66 0.69
Br2 -0.84 0.30 -2.30
Br3 0.47 -0.71 0.49
H6 -0.24 1.69 -0.28
C6 -7.25 0.94 4.40
C7 -6.18 0.62 5.31
C8 -6.42 0.51 6.67
C9 -7.78 0.74 7.09
C10 -8.79 0.95 6.18
C11 -8.58 1.07 4.84
N2 -8.12 0.79 8.50
O1 -7.25 0.55 9.28
O2 -9.26 1.04 8.76
H7 -7.04 0.88 3.34
H8 -5.16 0.47 4.96
H9 -5.71 0.38 7.47
H10 -9.79 1.17 6.52
H11 -9.46 1.30 4.27
C12 4.25 3.38 -1.26
C13 5.23 3.80 -2.18
C14 6.56 3.76 -1.76
C15 6.88 3.44 -0.43
C16 5.83 3.08 0.46
C17 4.54 3.00 0.04
N3 8.25 3.65 0.10
O3 9.00 4.52 -0.46
O4 8.56 3.12 1.12
H12 3.24 3.33 -1.64
H13 4.90 4.10 -3.16
H14 7.34 4.06 -2.45
H15 6.05 2.83 1.49
H16 3.73 2.66 0.67
C18 6.87 -1.71 -1.32
C19 5.53 -1.92 -1.61
C20 4.88 -3.01 -1.02
C21 5.67 -3.97 -0.33
C22 7.05 -3.85 -0.20
C23 7.64 -2.69 -0.62
N4 4.89 -5.13 0.24
O5 5.42 -5.88 1.02
O6 3.75 -5.38 -0.15
H17 7.38 -0.86 -1.73
H18 4.99 -1.24 -2.25
H19 3.87 -3.07 -1.40
H20 7.64 -4.65 0.22
H21 8.70 -2.51 -0.55
C24 1.23 0.34 -8.37
C25 1.07 1.11 -9.56
C26 2.00 0.97 -10.57
C27 2.95 -0.09 -10.59
C28 3.09 -0.85 -9.40
C29 2.29 -0.55 -8.27
N5 3.77 -0.27 -11.80
O7 3.55 0.41 -12.82
O8 4.65 -1.13 -11.78
H22 0.58 0.48 -7.52
H23 0.27 1.84 -9.63
H24 1.82 1.58 -11.44
H25 3.78 -1.68 -9.36
H26 2.37 -1.10 -7.34
C30 -3.14 -4.50 -0.90
C31 -2.29 -5.54 -1.24
C32 -2.80 -6.79 -1.64
C33 -4.17 -6.97 -1.88
C34 -4.97 -5.85 -1.70
C35 -4.47 -4.69 -1.17
N6 -4.76 -8.22 -2.35
O9 -4.04 -9.18 -2.24
O10 -5.90 -8.26 -2.75
H27 -2.94 -3.52 -0.49
H28 -1.21 -5.53 -1.21
H29 -2.08 -7.56 -1.87
H30 -5.99 -5.80 -2.03
H31 -5.17 -3.87 -1.14
C36 -1.92 9.05 2.68
C37 -1.40 8.10 1.79
C38 -0.92 6.86 2.13
C39 -0.91 6.48 3.46
C40 -1.36 7.43 4.41
C41 -1.89 8.67 4.02
N7 -0.47 5.19 3.94
O11 -0.77 4.85 5.11
O12 0.16 4.47 3.18
H32 -2.33 9.99 2.37
H33 -1.43 8.50 0.79
H34 -0.38 6.30 1.38
H35 -1.44 7.18 5.45
H36 -2.51 9.18 4.74

Calculated values
- net charge = 0
- largest force on an atom (Eh/bohr) = 0.0649
- LUMO level (eV) = -1.18
- frontier orbital gap (Ha) = 0.26028
- relative energy (zero: lowest compared OMol25 entry of this formula, charge and spin) (kcal/mol) = 94.34

Results of the Mulliken charge analysis, in e, for atoms 1 through 6:
1. N 0.0475
2. C -0.5178
3. C -0.4170
4. C -0.3797
5. C -0.5359
6. H 0.2110